A cluster of 13 separate species, BF4H24O12 in total at a distorted geometry. Source: the OMol25 dataset; level of theory: wB97M-V/def2-TZVPD.

The geometry in XYZ format:
```
41
Properties=species:S:1:pos:R:3:nbo_charge:R:1
B 0.062 -0.252 0.613 1.2998
F -0.383 -1.393 1.177 -0.5626
F 1.439 -0.174 0.779 -0.5885
F -0.159 -0.208 -0.721 -0.5805
F -0.514 0.852 1.089 -0.5665
O -3.323 0.185 -4.686 -0.9473
H -3.412 1.137 -4.628 0.4640
H -2.381 0.028 -4.628 0.4830
O 3.724 2.520 2.242 -0.9481
H 4.530 2.368 1.749 0.4607
H 3.173 1.763 2.042 0.4871
O -4.662 0.979 0.898 -0.9557
H -3.740 0.735 0.827 0.4864
H -5.140 0.185 0.660 0.4694
O 3.011 -3.909 -0.742 -0.9429
H 2.546 -3.079 -0.637 0.4798
H 3.294 -4.139 0.143 0.4628
O 0.024 1.660 5.000 -0.9513
H -0.913 1.723 4.810 0.4759
H 0.317 0.894 4.507 0.4750
O -3.484 2.801 3.793 -0.9490
H -2.927 3.522 3.501 0.4667
H -4.011 2.578 3.026 0.4822
O 0.321 -0.814 -4.454 -0.9546
H 0.323 -0.809 -3.497 0.4855
H 1.189 -0.494 -4.698 0.4692
O -2.245 -4.013 3.897 -0.9380
H -2.273 -4.969 3.932 0.4607
H -1.489 -3.815 3.343 0.4774
O 2.814 2.080 -2.761 -0.9583
H 2.897 2.926 -2.321 0.4721
H 2.073 1.657 -2.329 0.4861
O -0.344 3.812 -1.059 -0.9542
H 0.167 4.325 -0.433 0.4643
H -0.627 3.043 -0.565 0.4895
O 5.414 -0.696 -2.214 -0.9412
H 4.555 -0.283 -2.127 0.4796
H 5.891 -0.132 -2.823 0.4615
O -1.824 -4.565 -1.000 -0.9467
H -1.304 -3.961 -0.471 0.4806
H -2.608 -4.067 -1.233 0.4660
```

Calculated values
- Net charge: -1
- Calculated total energy: -1341.9036 hartree
- Spin multiplicity: 1
- HOMO level: -8.87 eV
- Gap between HOMO and LUMO: 11.240 eV
- Lowest unoccupied orbital energy: 2.37 eV
- Energy above the lowest of the compared OMol25 structures with the same formula, charge and spin: 215.5 kJ/mol

***

A cluster of 14 separate species, BF4H26O13 in total at a distorted geometry. Source: the OMol25 dataset; level of theory: wB97M-V/def2-TZVPD.

The geometry in XYZ format:
```
44
Properties=species:S:1:pos:R:3:nbo_charge:R:1
B -0.224 -0.072 -0.273 1.3271
F -1.010 -1.143 -0.601 -0.5609
F 1.027 -0.314 -0.717 -0.5593
F -0.711 1.119 -0.824 -0.5809
F -0.058 0.048 1.101 -0.5763
O 1.128 3.550 -0.376 -0.9614
H 1.048 2.621 -0.150 0.4810
H 2.027 3.777 -0.128 0.4762
O -0.053 2.330 -3.694 -0.9587
H -0.089 3.282 -3.567 0.4719
H -0.438 1.965 -2.890 0.4893
O 2.179 0.318 -3.260 -0.9769
H 1.765 1.103 -3.630 0.4829
H 1.677 0.146 -2.457 0.4821
O -2.214 0.370 3.734 -0.9535
H -2.415 0.400 2.793 0.4871
H -3.053 0.542 4.167 0.4667
O -2.604 3.206 -0.639 -0.9668
H -1.746 2.778 -0.742 0.4944
H -2.397 4.128 -0.470 0.4719
O 1.017 -1.768 2.679 -0.9839
H 1.942 -1.547 2.540 0.4766
H 0.520 -1.079 2.207 0.4921
O 0.895 2.508 2.705 -0.9507
H 0.176 1.894 2.890 0.4971
H 1.089 2.918 3.551 0.4743
O 2.363 -3.422 -2.390 -0.9687
H 2.224 -2.703 -3.014 0.4697
H 1.546 -3.467 -1.870 0.4886
O -0.381 -4.282 -1.865 -0.9692
H -0.069 -4.106 -0.962 0.4920
H -0.951 -3.538 -2.074 0.4670
O -2.177 -2.214 1.690 -0.9472
H -1.335 -1.935 2.056 0.4661
H -1.997 -2.373 0.761 0.4795
O 2.821 1.473 1.012 -0.9899
H 2.210 1.731 1.720 0.4895
H 2.306 0.887 0.453 0.4783
O -3.560 0.435 -0.635 -0.9637
H -2.741 -0.062 -0.725 0.4758
H -3.278 1.285 -0.281 0.4792
O 1.035 -3.743 0.389 -0.9718
H 1.722 -4.119 0.942 0.4849
H 0.783 -2.927 0.844 0.4986
```

Calculated values
- Net charge: -1
- Calculated total energy: -1418.4069 hartree
- Spin multiplicity: 1
- HOMO level: -7.71 eV
- Gap between HOMO and LUMO: 10.056 eV
- Lowest unoccupied orbital energy: 2.35 eV
- Energy above the lowest of the compared OMol25 structures with the same formula, charge and spin: 19.9 kJ/mol

***

A cluster of 36 separate species, BF4H70O35 in total at a distorted geometry. Source: the OMol25 dataset; level of theory: wB97M-V/def2-TZVPD.

The geometry in XYZ format:
```
110
Properties=species:S:1:pos:R:3:lowdin_charge:R:1
B -0.223 0.541 0.334 -1.2966
F -0.453 0.667 -1.063 0.0950
F -0.337 1.766 0.971 0.1584
F -1.237 -0.285 0.917 0.1068
F 1.010 0.004 0.372 0.2012
O -3.929 0.396 1.728 -0.0556
H -3.615 0.949 1.013 -0.0039
H -4.580 -0.176 1.322 0.0199
O -0.934 0.691 -6.808 -0.0775
H -0.977 0.961 -5.890 -0.0454
H -1.828 0.427 -7.023 0.0244
O 2.895 -0.211 -2.273 -0.0322
H 2.232 -0.171 -1.583 0.0443
H 2.797 0.613 -2.749 0.0345
O 2.327 2.020 -4.140 -0.0234
H 2.167 2.749 -3.541 0.0362
H 3.071 2.304 -4.671 0.0670
O -1.783 -4.754 2.081 -0.0597
H -0.912 -4.711 2.476 0.0177
H -2.166 -3.893 2.251 -0.0242
O -1.529 -2.062 -1.477 -0.0193
H -0.915 -1.903 -2.194 0.0207
H -1.200 -1.528 -0.755 0.0230
O 2.830 -2.126 1.140 -0.0225
H 3.559 -1.613 1.489 0.0642
H 2.096 -1.512 1.113 0.0542
O -5.622 0.601 3.865 -0.0693
H -6.350 0.318 3.311 0.0250
H -4.841 0.442 3.335 -0.0294
O 1.068 -4.101 4.316 -0.0500
H 0.836 -3.174 4.252 -0.0116
H 1.721 -4.233 3.629 -0.0144
O 6.193 -2.263 0.811 -0.0545
H 7.038 -2.071 1.216 0.0281
H 5.759 -1.412 0.746 -0.0463
O -2.339 -2.248 2.781 -0.0247
H -3.126 -2.125 3.312 0.0835
H -2.372 -1.542 2.136 0.0350
O -5.273 -1.894 0.282 -0.0381
H -4.863 -1.719 -0.564 0.0084
H -4.918 -2.742 0.550 0.0194
O -1.440 1.496 3.518 -0.0320
H -0.738 2.084 3.240 0.0330
H -2.010 1.424 2.753 0.0055
O -0.143 -1.293 4.000 -0.0515
H -0.943 -1.818 4.023 0.0299
H -0.448 -0.399 3.846 0.0231
O -3.474 -4.307 -0.268 -0.0431
H -2.907 -4.877 0.251 0.0102
H -2.872 -3.815 -0.827 -0.0036
O 2.105 5.613 -0.537 -0.0700
H 2.409 4.969 0.102 -0.0327
H 2.023 5.122 -1.354 -0.0047
O 2.403 2.347 4.592 -0.0488
H 1.657 2.823 4.957 0.0497
H 2.382 1.496 5.030 0.0017
O 5.192 -1.511 -3.213 -0.0519
H 5.032 -1.375 -4.147 0.0286
H 4.381 -1.233 -2.788 -0.0296
O -4.395 0.790 -2.789 -0.0351
H -4.150 1.155 -1.939 -0.0027
H -4.322 -0.158 -2.674 0.0080
O -2.782 1.863 -4.923 -0.0695
H -3.287 1.710 -4.124 -0.0155
H -1.869 1.768 -4.651 -0.0280
O 4.348 1.811 2.741 -0.0512
H 4.233 0.891 2.980 0.0458
H 3.898 2.296 3.433 -0.0011
O -0.383 0.896 -4.204 -0.0492
H -0.111 0.119 -3.714 0.0157
H 0.413 1.421 -4.281 0.0286
O 1.627 -0.199 5.664 -0.0484
H 1.139 -0.216 6.487 0.0516
H 1.136 -0.778 5.081 -0.0154
O 0.871 2.919 -1.647 -0.0187
H 0.031 3.349 -1.486 0.0154
H 0.783 2.059 -1.236 0.0024
O 0.477 -5.548 -1.061 -0.0534
H 0.167 -6.300 -0.557 0.0289
H 0.224 -4.788 -0.537 0.0034
O -1.273 4.786 -0.519 -0.0322
H -2.086 5.278 -0.626 0.0485
H -1.286 4.496 0.393 0.0282
O 5.121 0.144 0.287 -0.0313
H 4.966 1.036 0.599 0.0348
H 5.458 0.255 -0.602 0.0626
O 0.038 6.115 -2.859 -0.0488
H -0.665 6.744 -2.695 0.0282
H -0.044 5.473 -2.153 -0.0264
O -4.055 -2.313 -2.654 -0.0455
H -3.365 -2.024 -2.056 -0.0191
H -3.839 -3.225 -2.847 0.0481
O 2.418 -3.408 -1.086 -0.0316
H 2.646 -2.714 -1.705 0.0037
H 2.450 -2.984 -0.228 -0.0349
O 3.095 3.517 0.874 -0.0307
H 3.426 3.435 1.769 0.0254
H 2.709 2.663 0.682 0.0400
O 0.715 -1.411 -3.163 -0.0297
H 0.682 -2.268 -3.587 0.0848
H 1.635 -1.296 -2.926 0.0040
O -3.045 3.980 1.472 -0.0255
H -3.322 4.203 2.361 0.0682
H -3.742 4.320 0.911 0.0577
O 2.725 -4.617 1.965 -0.0418
H 2.964 -3.828 1.479 -0.0111
H 1.896 -4.896 1.578 0.0318
O -3.048 1.709 -0.491 -0.0188
H -2.182 1.463 -0.816 0.0420
H -2.924 2.580 -0.114 0.0260
```

Calculated values
- Net charge: -1
- Calculated total energy: -3100.1549 hartree
- Spin multiplicity: 1
- HOMO level: -8.03 eV
- Gap between HOMO and LUMO: 9.332 eV
- Lowest unoccupied orbital energy: 1.30 eV
- Energy above the lowest of the compared OMol25 structures with the same formula, charge and spin: 0.0 kJ/mol

***

A structure of composition BF4Sn at a distorted geometry. Source: the OMol25 dataset; level of theory: wB97M-V/def2-TZVPD.

The geometry in XYZ format:
```
6
Properties=species:S:1:pos:R:3:nbo_charge:R:1
Sn 17.323 25.481 -9.579 1.8446
B 18.399 22.759 -8.049 1.2807
F 19.006 23.104 -9.211 -0.5420
F 18.543 21.431 -7.681 -0.5150
F 18.733 23.601 -7.056 -0.5310
F 17.085 22.883 -8.266 -0.5372
```

Calculated values
- Net charge: +1
- Calculated total energy: -638.4016 hartree
- Spin multiplicity: 1
- HOMO level: -15.58 eV
- Gap between HOMO and LUMO: 6.015 eV
- Lowest unoccupied orbital energy: -9.56 eV
- Energy above the lowest of the compared OMol25 structures with the same formula, charge and spin: 232.4 kJ/mol